1.
This record from the OMol25 dataset describes a molecular structure, C34H57AlF3N2O2Si at a distorted geometry. The level of theory is ωB97M-V/def2-TZVPD.

Output
**Relative energy (zero: lowest compared OMol25 entry of this formula, charge and spin)**: 14.6 kJ/mol
**Orbital gap**: 8.36 eV
**Strongest force on any atom**: 3.63 eV/Å
**Energy**: -2421.08426 hartree
**Total charge**: +1
**Lowest unoccupied orbital energy**: -0.10746 hartree
**Spin multiplicity**: 1

Cartesian coordinates (Å):
1 O 1.2683 0.9700 -2.1056
2 O 5.0603 -2.4017 0.3031
3 C 1.1593 0.1176 -3.2471
4 C 1.1386 0.9942 -4.4646
5 H 0.2270 -0.4851 -3.1193
6 H 2.0082 -0.5755 -3.2994
7 H 0.2153 1.5777 -4.4347
8 H 1.1533 0.4343 -5.4030
9 H 1.9843 1.6939 -4.4738
10 C 2.6190 1.3715 -1.8066
11 C 3.7222 0.4082 -2.1767
12 H 2.5701 1.4755 -0.7196
13 H 2.8292 2.3487 -2.2871
14 H 3.6955 -0.5427 -1.6298
15 H 4.6539 0.8867 -1.8752
16 H 3.8491 0.1972 -3.2463
17 C 4.9678 -1.9164 1.6368
18 C 4.6121 -3.7468 0.1253
19 C 5.7369 -0.6225 1.6966
20 H 5.3662 -2.6402 2.3647
21 H 3.9087 -1.7573 1.8774
22 H 6.7555 -0.7663 1.3405
23 H 5.7862 -0.2557 2.7150
24 H 5.2613 0.1261 1.0666
25 C 5.5714 -4.5272 -0.7938
26 H 3.6227 -3.6989 -0.3745
27 H 4.5047 -4.3067 1.0859
28 H 5.7451 -3.9786 -1.7365
29 H 5.1462 -5.5227 -1.0128
30 H 6.5435 -4.6718 -0.2890
31 H 0.2123 -0.4234 0.0883
32 N -2.5966 0.8495 -0.7335
33 C -3.6410 0.3914 -0.0395
34 C -3.5415 0.0043 1.2945
35 C -2.5554 0.3230 2.2015
36 C -4.9554 0.3382 -0.7358
37 H -4.9442 -0.2764 -1.6409
38 H -5.3252 1.3328 -1.0061
39 H -5.6819 -0.0948 -0.0553
40 C -2.8351 0.0081 3.6307
41 H -3.2235 0.8763 4.1671
42 H -1.9649 -0.3638 4.1679
43 H -3.6117 -0.7620 3.6818
44 N -1.4601 1.0286 1.8279
45 C -2.7440 1.2650 -2.1115
46 C -2.6320 0.3284 -3.1568
47 C -2.5356 -1.1408 -2.8953
48 C -2.5722 0.8236 -4.4487
49 H -2.4195 0.1109 -5.2577
50 C -2.7341 2.1842 -4.7103
51 H -2.6912 2.5479 -5.7285
52 C -2.9704 3.0694 -3.6639
53 H -3.1304 4.1369 -3.8438
54 C -3.0338 2.6184 -2.3583
55 C -3.3548 3.5438 -1.2190
56 C -0.8034 1.7341 2.9057
57 C 0.4132 1.2914 3.4354
58 C 0.9908 -0.0208 3.0443
59 C 1.1120 2.1095 4.3648
60 H 2.0677 1.7658 4.7344
61 C 0.5420 3.3180 4.7901
62 H 1.0885 3.9552 5.5029
63 C -0.7202 3.7116 4.3371
64 H -1.1922 4.6289 4.6923
65 C -1.4101 2.9133 3.3947
66 C -2.7805 3.3684 2.9603
67 Al -0.8834 1.0470 -0.0068
68 H -1.5102 -1.5134 -3.0338
69 H -3.1606 -1.6735 -3.6280
70 H -2.8736 -1.4358 -1.8989
71 H -4.2317 3.2153 -0.6329
72 H -3.5920 4.5373 -1.6349
73 H -2.5015 3.6781 -0.5374
74 H 1.7716 -0.3032 3.7566
75 H 1.4393 0.0141 2.0438
76 H 0.2317 -0.8103 3.0585
77 H -2.9247 3.2729 1.8681
78 H -2.8948 4.4345 3.2320
79 H -3.5840 2.8123 3.4824
80 H -4.4175 -0.4905 1.6685
81 C 0.3587 -1.5662 -0.2780
82 Si -0.5294 -3.0484 0.4263
83 H 0.2388 -1.7138 -1.3579
84 H 1.3126 -1.8244 0.1696
85 C 0.0125 -4.0892 -1.0686
86 C -2.3207 -3.0043 0.6858
87 C 0.5536 -3.3091 1.9246
88 H 1.5647 -2.8721 1.8579
89 H 0.6236 -4.4047 1.9425
90 H 0.0300 -2.8879 2.7902
91 H -0.3327 -3.7135 -2.0425
92 H -0.4569 -5.0593 -0.8849
93 H 1.1054 -4.1865 -1.1491
94 H -2.8877 -2.5135 -0.1081
95 H -2.5149 -2.5374 1.6539
96 H -2.5048 -4.0893 0.6979
97 F 1.2969 2.7047 0.5066
98 C 0.0362 2.7108 -0.1102
99 F -0.6928 3.6637 0.6398
100 F 0.1906 3.2752 -1.3665

***

2.
This record from the OMol25 dataset describes a gas-phase ion, CHO5S (charge -1) at a distorted geometry. The level of theory is ωB97M-V/def2-TZVPD.

Output
**Relative energy (zero: lowest compared OMol25 entry of this formula, charge and spin)**: 59.2 kJ/mol
**Orbital gap**: 9.33 eV
**Strongest force on any atom**: 1.62 eV/Å
**Energy**: -813.18417 hartree
**Total charge**: -1
**Lowest unoccupied orbital energy**: 0.14293 hartree
**Spin multiplicity**: 1

Cartesian coordinates (Å):
1 C -0.2805 -1.6162 0.4447
2 O 0.5479 -1.9866 -0.3294
3 O -1.1938 -1.9660 1.1081
4 O -0.5149 0.4958 -1.6675
5 O 0.6736 2.2028 -0.2154
6 O 0.0256 0.0657 0.7282
7 S 0.5495 0.5373 -0.6823
8 H 0.1925 2.2672 0.6137

***

3.
This record from the OMol25 dataset describes C6H8BrN in the gas phase at a distorted geometry. The level of theory is ωB97M-V/def2-TZVPD.

Output
**Relative energy (zero: lowest compared OMol25 entry of this formula, charge and spin)**: 90.4 kJ/mol
**Orbital gap**: 10.65 eV
**Strongest force on any atom**: 4.40 eV/Å
**Energy**: -2862.11582 hartree
**Lowest unoccupied orbital energy**: 0.01705 hartree
**Spin multiplicity**: 1
**SMILES**: C[C@H]1C[C@@](Br)(C#N)C1

Cartesian coordinates (Å):
1 C 1.0036 0.8776 -0.1521
2 C 0.0428 -0.3010 -0.0315
3 C -0.9071 -0.3725 1.2416
4 C -2.0765 0.2031 0.0294
5 Br -3.9208 -0.5471 -0.0085
6 C -2.2295 1.6693 0.1418
7 N -2.4000 2.8040 0.1223
8 C -1.0978 -0.2117 -1.0013
9 H 0.5486 1.8219 -0.0847
10 H 1.2018 0.7641 -1.2166
11 H 1.7364 0.8950 0.7380
12 H 0.6348 -1.1521 -0.0725
13 H -1.2741 -1.3109 1.6201
14 H -0.8265 0.4266 1.9846
15 H -0.9200 0.5002 -1.8151
16 H -1.4292 -1.1392 -1.4930